The following is a quantum chemistry calculation of 5 unconnected molecules or ions with the total composition C2H14O5 in a non-equilibrium geometry, from OMol25.

```
! RIJCOSX wB97M-V def2-TZVPD def2/J DEFGRID3
* xyz 0 1
C 1.6551 1.8985 -0.7151
C 0.9462 1.2090 0.3769
O -0.5093 1.4018 0.2223
H 1.5672 1.4918 -1.7013
H 1.3185 2.8848 -0.6948
H 2.7035 2.1787 -0.2852
H 1.2837 1.6533 1.3329
H 0.9245 0.0552 0.4397
H -0.6840 2.2635 0.5251
O 0.5918 -3.1013 1.0621
H 1.0411 -3.6194 0.4139
H -0.1919 -3.6057 1.3113
O -1.3751 -0.2200 -1.4044
H -2.1509 -0.3559 -0.7233
H -0.9210 0.4387 -0.8594
O 0.3532 -1.3096 -2.8129
H -0.2589 -1.0824 -2.0709
H 0.9048 -0.5902 -2.9430
O -1.4745 0.4861 3.0588
H -0.5911 0.1193 3.2796
H -1.2424 1.4662 2.9978
*
```

Calculated values
- Structure (SMILES): CCO.O.O.O.O
- Lowest unoccupied orbital energy: 0.1753 eV
- Orbital gap: 10.187 eV